(1)
{
  "formula": "C14H18N2O2RuS4Se2",
  "method": "ωB97M-V with the def2-TZVPD basis set",
  "e_lumo_ha": [-0.1148, -0.1638],
  "homo_lumo_gap_ha": [0.2523, 0.2316],
  "charge": 1,
  "multiplicity": 6,
  "e_tot_ha": -7294.4794,
  "s2": 8.766,
  "symbols": ["Ru", "Se", "Se", "S", "S", "S", "S", "O", "O", "N", "N", "C", "C", "C", "C", "C", "C", "C", "C", "C", "C", "C", "C", "C", "C", "H", "H", "H", "H", "H", "H", "H", "H", "H", "H", "H", "H", "H", "H", "H", "H", "H", "H"],
  "positions_angstrom": [[-0.64471, -0.68755, 0.15222], [-3.16843, 1.94888, 0.53427], [-1.76769, 2.76063, -1.07268], [-3.02914, -1.70566, 2.88852], [-0.90279, -3.13541, 0.78975], [-3.45437, -1.12228, 1.08685], [-0.99570, -2.64562, 2.68464], [1.69043, -1.80661, 0.52289], [1.35467, 0.32227, -1.12578], [-0.82054, 0.96493, 1.76317], [-1.76821, 0.01987, -1.66959], [0.02899, 0.75042, 2.77102], [-0.89700, 0.23190, -4.28397], [1.76718, 1.66690, -1.29551], [1.99085, -1.95080, -0.85253], [-1.48728, 1.20466, -2.19516], [-1.40215, 1.87397, 4.31456], [-1.94202, 1.63557, 2.01051], [-2.28308, 2.10119, 3.27250], [2.37161, -0.60442, -1.47249], [-0.22032, 1.19094, 4.05768], [-1.05961, 1.36489, -3.50823], [2.82760, -1.80203, 1.36925], [-1.64410, -1.07670, -2.43026], [-1.19820, -1.01244, -3.73911], [0.49125, 1.00514, 4.84480], [3.42459, -2.70538, 1.20579], [1.06368, -2.32095, -1.32431], [-0.56094, 0.31493, -5.30532], [-3.21949, 2.62160, 3.41941], [3.46123, -0.92454, 1.20717], [2.69948, 1.85571, -0.75161], [0.94308, 0.22415, 2.51481], [-0.87543, 2.35662, -3.89526], [1.90560, 1.90060, -2.35654], [2.45496, -0.69213, -2.56390], [-1.62189, 2.23714, 5.30613], [-1.98053, -2.01155, -1.98257], [0.98507, 2.30491, -0.88497], [2.79604, -2.68172, -1.00244], [-1.10368, -1.91326, -4.32380], [3.33536, -0.25585, -1.07485], [2.45563, -1.80292, 2.39496]]
}

(2)
{
  "formula": "C14H18N2O5",
  "method": "ωB97M-V with the def2-TZVPD basis set",
  "e_lumo_ha": 0.0230,
  "homo_lumo_gap_ha": 0.3521,
  "relative_energy_ev": 0.461,
  "charge": 0,
  "e_tot_ha": -1030.0613,
  "symbols": ["O", "O", "O", "O", "O", "N", "N", "C", "C", "C", "C", "C", "C", "C", "C", "C", "C", "C", "C", "C", "C", "H", "H", "H", "H", "H", "H", "H", "H", "H", "H", "H", "H", "H", "H", "H", "H", "H", "H"],
  "positions_angstrom": [[1.44027, 2.63171, -0.27365], [-2.13731, 2.27320, -1.02953], [1.12475, -1.86420, -1.50905], [1.87766, -1.87664, 0.61089], [-2.78499, 3.14775, -2.97137], [0.16343, 1.91977, -3.55213], [0.44446, 0.81207, -1.17829], [-0.71726, -1.18110, 1.80733], [-0.17831, -1.33524, 4.14896], [-0.94385, -2.55095, 1.78799], [0.52412, 2.84065, -2.48589], [2.46300, -3.16435, 0.45787], [-0.83686, -0.36417, 0.55527], [0.55879, -0.04351, -0.02945], [1.22047, -1.35681, -0.42140], [-0.33314, -0.58115, 3.00026], [-0.78918, -3.30741, 2.93653], [-0.65572, 3.78760, -2.19253], [0.85681, 2.08688, -1.18760], [-0.40410, -2.70121, 4.11964], [-1.91356, 2.98543, -1.96980], [-0.15649, 0.48420, 3.02437], [-0.05627, 0.46627, -1.98531], [3.53023, -3.07991, 0.66040], [-0.20902, 2.42718, -4.34766], [-3.57857, 2.60843, -2.82535], [-0.28154, -3.29125, 5.01606], [-0.81422, 4.46859, -3.02919], [1.40112, 3.46952, -2.71869], [1.99858, -3.83339, 1.18260], [1.16973, 0.47344, 0.71620], [-1.24202, -3.02960, 0.86519], [2.29883, -3.52990, -0.55734], [-1.41186, -0.90252, -0.20112], [-0.96911, -4.37272, 2.90771], [-0.42284, 4.35175, -1.28864], [0.97782, 1.40193, -3.86476], [-1.33424, 0.58707, 0.75099], [0.12039, -0.85740, 5.07048]]
}

(3)
{
  "formula": "C14H18N2O6",
  "method": "ωB97M-V with the def2-TZVPD basis set",
  "e_lumo_ha": 0.0245,
  "homo_lumo_gap_ha": 0.3412,
  "relative_energy_ev": 0.174,
  "charge": 0,
  "e_tot_ha": -1105.2917,
  "symbols": ["O", "O", "O", "O", "O", "O", "N", "N", "C", "C", "C", "C", "C", "C", "C", "C", "C", "C", "C", "C", "C", "C", "H", "H", "H", "H", "H", "H", "H", "H", "H", "H", "H", "H", "H", "H", "H", "H", "H", "H"],
  "positions_angstrom": [[-0.26166, -2.41322, -1.69614], [3.35456, 2.12861, 0.21367], [1.45090, 2.81869, 1.26899], [-2.96186, 3.31619, -0.24868], [3.05717, -0.61089, 1.27590], [4.27215, -0.49858, -0.67965], [-0.61175, -2.32868, 1.98759], [0.85104, -1.44501, 0.04058], [-2.93095, 1.40934, 1.04528], [-1.07780, -2.69981, 0.64638], [1.53479, 0.37178, -1.52735], [-2.49828, -2.29800, 0.18548], [2.13184, 2.18586, 0.29821], [1.92482, -0.95714, -0.81854], [-2.82215, 0.03778, 1.18767], [-2.91766, 1.18013, -1.33130], [-2.95539, 1.96701, -0.22017], [3.15072, -0.65692, 0.05654], [-2.63157, -0.80160, 0.03764], [1.11136, 1.42424, -0.50284], [-0.16446, -2.17423, -0.48187], [-2.60628, -0.22374, -1.19930], [2.24293, -1.67890, -1.58894], [-1.04620, -3.77624, 0.51327], [-3.11250, 2.04124, 1.87830], [-2.84195, -0.37876, 2.18735], [-2.84928, 1.64007, -2.32172], [0.73053, 0.17355, -2.20705], [0.60522, 2.27152, -0.97908], [4.91804, -0.04344, -0.08672], [1.05153, -1.49430, 1.01460], [-2.70849, -2.75428, -0.79472], [-3.33786, 3.61599, -1.06034], [-3.22292, -2.65650, 0.88731], [-0.10611, -3.03947, 2.52240], [2.40242, 0.71617, -2.12261], [-2.36817, -0.79789, -2.11040], [-1.37703, -2.03666, 2.56544], [2.07142, 3.16235, 1.95900], [0.48935, 0.93682, 0.21901]]
}

(4)
{
  "formula": "C14H18NOPSZn",
  "method": "ωB97M-V with the def2-TZVPD basis set",
  "e_lumo_ha": 0.0044,
  "homo_lumo_gap_ha": 0.2737,
  "charge": 0,
  "e_tot_ha": -3193.1190,
  "symbols": ["Zn", "S", "P", "O", "N", "C", "C", "C", "C", "C", "C", "C", "C", "C", "C", "C", "C", "C", "C", "H", "H", "H", "H", "H", "H", "H", "H", "H", "H", "H", "H", "H", "H", "H", "H", "H", "H"],
  "positions_angstrom": [[-0.19990, -0.17870, -0.23110], [3.82160, 0.15270, 1.59590], [0.02090, 2.61240, 0.00530], [-2.73610, -1.62850, -0.14900], [-0.13990, -0.09740, 2.01030], [3.01320, -0.22300, -0.81240], [1.82760, -0.28810, -0.04460], [0.56740, 0.01280, 4.68650], [1.15630, -0.07400, 2.35960], [4.13810, 0.00660, -0.07960], [1.75700, 3.22740, 0.02840], [-3.11740, 0.69340, -0.32200], [1.53680, -0.02490, 3.70790], [-1.06430, -0.08260, 2.95950], [-2.22570, -0.54290, -0.33570], [-0.62370, 3.63590, -1.38590], [-0.63410, 3.58360, 1.42990], [2.10600, -0.09770, 1.28330], [-0.77140, -0.01430, 4.31040], [-4.15000, 0.42890, -0.10020], [2.58550, -0.02120, 3.95590], [-0.37630, 4.68820, -1.24900], [-2.73840, 1.38630, 0.42830], [2.28020, 2.85830, -0.85130], [-0.18370, 3.28200, -2.31420], [-1.70530, 3.41980, 1.52490], [0.84550, 0.06150, 5.72870], [-2.08740, -0.13200, 2.61040], [1.78010, 4.31720, 0.03780], [-0.14910, 3.24110, 2.34070], [-1.56240, 0.01510, 5.04410], [-3.06290, 1.19370, -1.28570], [2.26320, 2.84570, 0.91260], [-0.44110, 4.64760, 1.29630], [3.04300, -0.34430, -1.88240], [5.15190, 0.09040, -0.42220], [-1.70370, 3.52150, -1.44720]]
}

(5)
{
  "formula": "C14H19AuCl2NO4",
  "method": "ωB97M-V with the def2-TZVPD basis set",
  "e_lumo_ha": [-0.1440, -0.1439],
  "homo_lumo_gap_ha": [0.2460, 0.2460],
  "relative_energy_ev": 1.234,
  "charge": 1,
  "e_tot_ha": -1955.8788,
  "symbols": ["Au", "Cl", "Cl", "O", "O", "O", "O", "N", "C", "C", "C", "C", "C", "C", "C", "C", "C", "C", "C", "C", "C", "C", "H", "H", "H", "H", "H", "H", "H", "H", "H", "H", "H", "H", "H", "H", "H", "H", "H", "H", "H"],
  "positions_angstrom": [[-0.20420, -0.75796, -1.80647], [-2.35723, -0.10181, 0.27307], [0.65095, -5.95697, -0.31383], [2.37066, 1.14787, -0.18193], [-3.72292, 0.15008, -0.18402], [1.07194, -0.26653, 1.83618], [0.80592, 2.72554, -1.79491], [-0.00505, -2.83836, -2.07994], [-0.58752, -4.75529, -0.46957], [-2.91189, -3.99243, 0.14619], [2.33930, 2.53824, 0.09554], [-0.42124, 3.26119, -1.31996], [-1.44101, 2.14248, -1.48548], [-1.78510, -4.87383, 0.14220], [2.45422, 0.19079, 2.04985], [0.07842, 0.44210, 2.18953], [-0.75459, 0.92712, -0.92633], [-0.26697, -3.70106, -1.35409], [1.98330, 3.25243, -1.19296], [-1.97329, -1.69663, 0.49634], [-2.99053, -2.64133, 0.24818], [3.10837, 0.34826, 0.70120], [-0.33407, 3.53599, -0.26178], [-3.86152, -4.51364, 0.16280], [3.20307, -0.62356, 0.21783], [-0.70691, 4.15503, -1.88140], [-1.69759, 1.98622, -2.53063], [2.78405, 3.10186, -1.91585], [-3.99324, -2.23205, 0.18022], [0.43805, 1.34761, 2.73135], [-0.21162, 1.15125, -0.00761], [2.94916, -0.57844, 2.63885], [1.88130, 4.32686, -1.00920], [-2.12104, 0.51261, 1.46766], [1.60638, 2.76140, 0.88539], [2.39941, 1.12411, 2.61289], [-2.36352, 2.39261, -0.94944], [-0.91026, -1.80369, 0.63990], [4.11911, 0.74354, 0.86151], [-1.93755, -5.82634, 0.64291], [3.31523, 2.89471, 0.44580]]
}

(6)
{
  "formula": "C14H19BrMnN3O5Se",
  "method": "ωB97M-V with the def2-TZVPD basis set",
  "e_lumo_ha": [-0.1657, -0.1671],
  "homo_lumo_gap_ha": [0.2641, 0.2687],
  "charge": 1,
  "multiplicity": 2,
  "e_tot_ha": -7211.5385,
  "s2": 0.793,
  "symbols": ["Br", "Se", "Mn", "O", "O", "O", "O", "O", "N", "N", "N", "C", "C", "C", "C", "C", "C", "C", "C", "C", "C", "C", "C", "C", "C", "H", "H", "H", "H", "H", "H", "H", "H", "H", "H", "H", "H", "H", "H", "H", "H", "H", "H", "H"],
  "positions_angstrom": [[2.16661, 2.93441, -0.16223], [0.40931, 0.94261, -3.54893], [0.11601, 0.04981, -1.62563], [-1.60389, -1.00019, -0.76193], [-0.73649, 1.54521, -0.88773], [2.34291, -3.13829, -1.33223], [0.05931, 0.01841, 1.03917], [0.83381, -1.54219, -1.70803], [-1.75509, 3.10371, 0.35597], [2.38971, 0.32301, -0.89533], [-1.90309, -2.96179, 0.30357], [-2.07539, 3.86481, -0.83863], [5.13491, 0.10221, -0.72093], [-0.48969, -1.24969, 1.34137], [2.99371, -0.84329, -1.14433], [-2.07529, 3.74041, 1.61187], [4.36901, -0.99909, -1.08433], [4.51131, 1.30921, -0.43783], [-1.38479, -1.74799, 0.20157], [3.12971, 1.36001, -0.55173], [-1.60389, -3.86829, 1.38827], [-1.08019, 1.97321, 0.23697], [2.02221, -1.98069, -1.43323], [-2.68889, -3.49899, -0.78893], [-0.67619, 1.15401, 1.46537], [-2.62579, -2.82069, -1.63953], [-2.12229, 3.02781, 2.43297], [4.80551, -1.95749, -1.31413], [0.36171, -1.92689, 1.47257], [-1.50199, 4.79171, -0.84733], [-3.04559, 4.23041, 1.52077], [-0.59589, -4.27899, 1.27987], [5.07251, 2.17921, -0.13143], [6.20951, 0.02171, -0.64803], [-3.73419, -3.60449, -0.48783], [-1.68369, -3.37949, 2.35907], [-1.57359, 0.86411, 2.02587], [-1.32879, 4.50501, 1.84807], [-3.14019, 4.09851, -0.84753], [-1.04839, -1.21069, 2.28327], [-1.82419, 3.28201, -1.72553], [-0.02049, 1.75351, 2.11237], [-2.29299, -4.47469, -1.07323], [-2.31699, -4.69109, 1.35747]]
}